(1)
Computed, not measured: C24H18BrF6FeN5O6S2Se as an isolated structure in a non-equilibrium geometry, with wB97M-V/def2-TZVPD.

Calculated values
- Strongest force on any atom: 1.235 eV/Å
- Highest occupied orbital energy (spin up / spin down): -11.114 / -11.111 eV
- 2S+1: 2
- Total charge: +1

Structure (XYZ):
```
64
Properties=species:S:1:pos:R:3:forces:R:3
F -5.528 1.050 1.825 0.0 0.1 -0.1
N -0.529 -0.172 1.761 -0.3 0.2 0.4
C -2.479 -2.145 4.820 0.0 0.0 0.0
C 3.896 -4.344 1.490 0.1 0.0 -0.1
H -1.692 0.233 -3.999 0.0 0.0 0.0
O 2.105 2.592 -3.747 -0.1 0.0 0.0
F -1.686 4.162 -2.399 0.0 -0.1 0.0
O -0.704 4.648 0.057 0.0 0.1 0.3
C 3.183 -3.147 1.397 -0.2 0.0 -0.2
C 1.142 1.981 -4.517 0.1 0.0 0.0
O -2.934 1.569 2.868 0.0 -0.1 -0.1
H 3.432 -5.266 1.159 0.0 0.0 0.0
C -0.877 0.691 -4.542 0.0 0.1 0.0
N 0.889 -0.116 -0.837 0.8 0.8 0.3
H 2.802 -0.848 -0.426 -0.1 -0.2 -0.3
C 5.192 -4.356 1.976 0.0 0.0 0.0
C 0.099 1.372 -3.829 -0.2 0.0 0.0
C 3.774 -1.972 1.863 0.0 0.0 0.1
C -0.702 -0.772 4.007 0.0 -0.1 0.1
H 3.201 -1.056 1.895 0.0 0.1 0.0
C 1.824 -3.201 0.833 -0.1 0.2 0.0
H -1.590 0.107 -6.479 0.0 0.0 0.0
C 0.045 1.512 -2.327 0.6 -0.2 0.0
C -2.440 3.511 -1.525 0.0 0.2 -0.2
S -1.444 3.444 0.123 0.0 -0.4 -0.1
H -2.863 -1.636 1.451 0.0 0.0 -0.1
H 5.740 -5.287 2.028 0.0 0.0 0.0
H 2.019 2.418 -6.423 0.0 0.0 0.0
Fe -0.935 0.404 -0.117 0.6 -0.4 -0.1
H 0.129 2.574 -2.061 -0.2 0.0 0.0
F -5.238 2.151 -0.021 0.0 0.0 0.1
H -0.938 -1.361 6.080 0.0 0.0 0.0
N 1.214 0.855 -1.698 0.0 -0.1 0.6
H -3.007 -2.653 5.616 0.0 0.0 0.0
C 5.780 -3.175 2.408 0.0 0.0 0.0
Se 0.797 0.691 2.635 0.1 -0.1 -0.2
H 0.261 1.224 -7.680 0.0 0.0 0.0
Br -0.623 -2.512 -0.395 -0.2 0.0 0.0
O -0.578 2.228 0.373 0.6 0.7 -0.8
C 1.172 -2.213 0.200 0.4 0.2 0.2
N -2.605 3.406 1.172 -0.1 -0.8 0.1
F -5.357 3.213 1.868 0.0 -0.1 0.0
H 1.319 -4.158 0.914 0.0 0.0 0.1
C 1.204 1.933 -5.898 0.0 0.0 0.0
C 5.066 -1.987 2.363 0.0 0.0 0.0
C -1.354 -1.448 5.086 0.0 0.0 0.0
O -1.085 0.904 -1.798 0.0 -0.7 -0.2
C -3.012 -2.214 3.490 0.0 0.0 0.0
C -2.425 -1.596 2.435 0.0 0.0 0.0
H 2.166 1.038 -1.997 -0.2 -0.2 0.0
S -3.126 1.937 1.506 0.4 0.3 0.1
C -0.821 0.631 -5.927 0.0 0.0 0.0
H 5.509 -1.074 2.739 0.0 0.0 0.0
H 6.788 -3.185 2.802 0.0 0.0 0.0
O -2.713 0.933 0.470 -1.1 0.1 0.3
C 1.725 -0.964 -0.324 -0.7 0.0 -0.2
C -1.236 -0.848 2.668 0.1 -0.1 -0.2
F -2.872 2.390 -2.059 -0.3 0.3 0.2
F -3.498 4.252 -1.213 0.2 0.1 0.0
H -3.924 -2.775 3.331 0.0 0.0 0.0
C 0.215 1.258 -6.600 0.0 0.0 0.0
N 0.379 -0.036 4.164 0.0 0.1 0.1
H 2.705 3.098 -4.307 0.0 0.0 0.0
C -4.954 2.109 1.271 -0.1 -0.2 -0.2
```
Forces are in eV/Å.

Atom charges from the Mulliken analysis, given in e for atoms 1 to 5: F -0.186; N 0.444; C -0.617; C -0.581; H 0.480

(2)
Computed, not measured: C24H18BrNO5RhSTe as an isolated structure in a non-equilibrium geometry, with wB97M-V/def2-TZVPD.

Calculated values
- Strongest force on any atom: 1.645 eV/Å
- Highest occupied orbital energy (spin up / spin down): -4.908 / -4.908 eV
- Total charge: -1
- ΔE to the lowest compared entry with this formula, charge and spin: 0.4483 eV

Structure (XYZ):
```
52
Properties=species:S:1:pos:R:3:forces:R:3
O 3.553 -1.114 -0.305 0.0 0.0 0.0
C 4.410 2.682 -3.909 0.2 0.0 -0.2
O 4.026 3.465 -4.802 0.0 0.0 0.1
H 1.423 5.196 3.423 0.0 0.0 0.0
C -0.731 3.547 5.367 -0.1 0.0 -0.1
H -5.585 1.750 -1.545 0.0 0.0 0.0
C -3.858 -0.799 2.177 -0.2 0.0 0.0
C 2.047 2.820 -2.969 0.0 0.0 0.0
H -0.277 -3.632 0.615 0.0 0.0 0.0
H 0.514 5.224 5.892 0.0 0.0 0.0
C -2.840 -0.177 1.528 -0.1 0.1 0.0
C -3.522 2.203 -1.848 0.2 0.0 -0.1
C -2.981 0.634 0.378 -0.1 -0.1 -0.1
C -0.312 -3.162 -2.251 0.0 0.0 0.0
H 0.893 -2.304 0.887 0.0 0.0 0.0
H 4.416 0.629 -2.037 0.0 0.0 0.0
O -0.350 -1.138 -1.050 0.0 0.1 0.2
H -1.421 2.477 -1.971 0.0 0.1 -0.1
H 1.319 -3.689 -0.144 0.0 0.0 0.0
O 5.536 2.222 -3.650 -0.1 0.0 0.0
Te 0.594 3.227 0.998 -0.2 -0.1 0.1
C -1.874 1.230 -0.321 0.1 0.7 0.4
C 0.514 -3.021 0.167 0.0 0.0 0.0
Rh 0.007 0.818 0.278 0.2 -1.5 -0.6
H -0.812 -4.092 -1.975 0.0 0.0 0.0
S -1.000 2.617 3.950 -0.1 0.0 0.0
H -3.703 2.827 -2.716 0.0 0.0 0.0
H -6.397 0.314 0.229 0.0 0.0 0.0
H 0.653 -3.425 -2.692 0.0 0.0 0.0
H -5.995 -1.125 2.187 0.0 0.0 0.0
C -4.321 0.806 -0.074 0.0 -0.1 0.1
C -5.391 0.162 0.602 0.0 0.1 -0.1
H 1.880 3.648 -3.645 0.0 0.0 0.0
O 1.749 -0.279 0.719 0.2 0.2 0.6
C 0.130 3.519 3.028 0.0 -0.1 0.0
C 3.286 2.195 -2.970 -0.1 0.0 0.0
H -0.903 -2.610 -2.977 0.0 0.0 0.0
C -2.194 2.005 -1.405 -0.5 -0.2 0.0
Br -1.095 -0.348 2.230 0.4 0.1 -0.2
H 0.104 2.863 -2.102 0.0 0.2 0.1
C 0.188 4.519 5.138 0.1 0.1 -0.1
H -3.667 -1.406 3.052 0.0 0.0 0.0
C 3.465 1.140 -2.089 0.0 -0.1 0.0
C 2.637 -0.315 -0.208 -0.1 -0.2 0.1
N 1.230 1.348 -1.272 0.0 0.8 -0.1
C -5.172 -0.630 1.688 0.1 -0.1 0.1
C -0.064 -2.323 -1.028 0.0 0.0 0.0
C 0.682 4.503 3.799 0.0 0.0 0.1
H -1.259 3.321 6.280 0.0 0.0 0.0
C -4.565 1.617 -1.204 -0.2 -0.1 0.0
C 1.059 2.383 -2.118 0.3 -0.4 0.0
C 2.440 0.751 -1.249 0.0 0.1 -0.2
```
Forces are in eV/Å.

Atom charges from the Mulliken analysis, given in e for atoms 1 to 5: O -0.725; C 0.438; O -0.731; H 0.359; C -0.594

(3)
Computed, not measured: C24H18HfN3SbSe4 as an isolated structure in a non-equilibrium geometry, with wB97M-V/def2-TZVPD.

Calculated values
- Strongest force on any atom: 1.103 eV/Å
- Highest occupied orbital energy: -7.373 eV
- Total charge: 0
- ΔE to the lowest compared entry with this formula, charge and spin: 0.8964 eV

Structure (XYZ):
```
51
Properties=species:S:1:pos:R:3:forces:R:3
C -0.064 0.477 4.022 0.1 -0.1 0.1
H -1.771 4.665 -1.653 0.0 0.0 0.0
C -1.013 -0.451 -1.355 -1.0 -0.4 -0.4
Se 4.099 1.436 0.714 -0.3 0.0 -0.2
C 1.345 -0.919 2.143 0.0 -0.1 0.3
C 2.802 -1.812 -1.023 0.1 0.0 -0.1
H -4.135 -0.266 -2.748 0.0 0.0 0.0
Sb 2.893 2.733 -0.921 0.5 0.9 -0.3
N 0.605 0.142 1.750 0.0 -0.1 -0.4
H 2.808 -1.405 -2.025 -0.1 0.1 0.0
C 2.872 -3.164 2.908 -0.1 0.0 0.2
N -0.767 2.321 -2.463 -0.6 -0.4 0.5
H -5.078 3.022 0.517 0.0 0.0 0.0
C -3.176 -0.693 -2.477 0.0 0.0 0.0
Se 2.055 0.982 -2.733 0.5 0.4 0.3
H 0.220 -2.219 -1.540 0.0 0.0 0.0
C -3.816 1.617 -0.494 0.0 0.0 0.0
C -4.199 2.890 -0.101 -0.1 0.0 0.0
H -1.321 -3.480 -2.923 0.0 0.0 0.0
C 3.561 -2.949 -0.735 0.1 -0.1 0.2
H -4.388 0.752 -0.181 0.0 0.0 0.0
Hf 0.638 0.791 -0.628 0.4 -0.5 0.2
H 4.124 -3.426 -1.525 0.0 0.0 0.0
C 3.589 -3.421 0.549 0.0 0.0 -0.1
H -0.401 3.190 -2.830 0.4 0.0 0.1
C -0.071 0.809 2.666 -0.2 0.1 0.0
C 2.103 -1.628 1.152 0.2 -0.2 0.0
H 0.704 -0.897 5.473 0.0 0.0 0.0
C 2.187 -2.475 3.843 0.1 -0.1 0.0
H -0.645 1.660 2.325 0.0 0.0 -0.1
Se 0.581 3.150 0.302 0.5 0.3 -0.1
C -1.602 -2.493 -2.579 -0.1 0.0 0.0
Se 3.479 4.719 -2.108 0.0 -0.3 0.2
C 2.853 -2.751 1.539 -0.1 0.2 -0.1
C -0.724 -1.751 -1.800 0.1 0.0 0.1
C -2.690 1.420 -1.288 0.0 0.0 0.0
C -1.957 2.531 -1.712 -0.2 0.1 -0.1
H -3.739 4.985 -0.213 0.0 0.0 0.0
C 1.404 -1.335 3.483 -0.1 0.1 -0.2
C -2.349 3.809 -1.328 0.0 0.0 0.0
C -2.283 0.054 -1.715 0.0 -0.1 0.1
C 0.675 -0.601 4.432 0.0 0.1 0.0
C -3.460 3.986 -0.521 0.0 0.0 0.0
C -2.834 -1.961 -2.919 0.0 -0.1 0.0
N 2.090 -1.166 -0.120 -0.5 0.1 0.0
H 4.174 -4.292 0.815 0.0 0.0 0.0
H -0.630 1.076 4.720 0.0 0.0 0.0
H 2.219 -2.767 4.886 0.0 0.0 0.0
H 3.462 -4.032 3.176 0.0 0.0 0.0
H -3.523 -2.534 -3.527 0.0 0.0 0.0
H -0.904 1.672 -3.228 0.0 -0.1 0.0
```
Forces are in eV/Å.

Atom charges from the Mulliken analysis, given in e for atoms 1 to 5: C -1.046; H 0.359; C 1.010; Se -0.430; C -0.052